7
Properties=species:S:1:pos:R:3:forces:R:3 method="wB97M-V/def2-TZVPD" multiplicity=1 charge=0 relative_energy_kcal_mol=91.2 homo_ev="-8.185 / -8.457" e_lumo_ev="0.0 / 0.3"
H 0.6570 1.9615 0.7620 -0.09 0.66 0.25
C 1.1744 1.1512 0.2407 0.51 -1.47 -0.76
Br -2.2336 -0.0025 0.1176 -0.14 0.03 0.02
C -0.7733 -1.0937 -0.2283 0.12 0.36 0.08
H -0.4537 -1.7249 0.5758 0.09 -0.08 0.19
H -0.6257 -1.3753 -1.2527 0.08 0.04 -0.17
O 2.2549 1.0837 -0.2151 -0.56 0.45 0.39